(1)
Formula: C18H21N3OS
Source: the OMol25 dataset
Level of theory: ωB97M-V with the def2-TZVPD basis set

```
44
Properties=species:S:1:pos:R:3:forces:R:3:lowdin_charge:R:1
C 2.428 1.597 0.693 0.0 -0.3 0.1 -0.029
C 2.899 0.139 0.757 0.0 0.2 0.1 -0.379
C 4.355 0.019 0.416 0.1 -0.3 0.0 -0.499
C 5.324 0.965 0.297 -0.2 0.0 0.1 -0.133
C 6.588 0.423 -0.036 0.2 -0.1 -0.1 -0.192
C 6.557 -0.925 -0.167 -0.3 -0.2 0.1 -0.417
S 4.985 -1.567 0.114 0.2 0.5 -0.1 1.045
N 2.183 -0.802 -0.096 -0.1 -0.1 0.1 -0.216
C 2.074 -0.408 -1.485 0.0 0.1 -0.1 -0.081
C 0.961 -1.350 0.445 0.1 -0.1 0.2 -0.098
C -0.155 -0.368 0.585 -0.5 0.3 -0.2 -0.327
N -0.761 0.292 -0.355 0.3 -0.4 -0.2 0.208
C -1.652 1.069 0.331 0.4 -0.1 0.6 -0.374
C -2.610 1.982 -0.332 -0.1 0.0 -0.1 -0.112
C -3.466 1.193 -1.337 0.0 0.1 0.2 -0.144
C -4.130 0.035 -0.647 -0.1 0.0 -0.2 -0.248
C -3.595 -1.243 -0.738 0.0 0.0 0.0 -0.052
C -4.168 -2.298 -0.051 0.0 -0.1 0.0 -0.082
C -5.288 -2.088 0.734 0.0 -0.1 0.1 -0.094
C -5.833 -0.819 0.827 -0.1 0.0 0.1 -0.083
C -5.255 0.235 0.142 0.0 0.0 0.0 -0.043
N -1.586 0.890 1.619 -0.8 0.8 0.1 0.146
O -0.610 -0.045 1.802 0.6 -0.6 -0.2 0.038
H 2.616 2.023 -0.289 0.0 0.1 -0.1 0.086
H 2.955 2.185 1.440 0.1 0.1 0.0 0.085
H 1.364 1.665 0.905 -0.1 0.1 0.0 0.066
H 2.762 -0.218 1.788 0.0 0.0 -0.1 0.150
H 5.159 2.018 0.440 -0.1 0.2 0.0 0.106
H 7.473 1.020 -0.172 0.2 0.1 -0.1 0.098
H 7.361 -1.590 -0.415 0.2 -0.1 -0.1 0.057
H 1.291 0.337 -1.663 0.1 0.0 -0.1 0.074
H 3.033 -0.011 -1.812 0.1 0.0 -0.1 0.089
H 1.847 -1.295 -2.076 0.0 0.0 -0.1 0.092
H 1.165 -1.774 1.432 0.0 -0.1 -0.1 0.135
H 0.635 -2.150 -0.226 0.0 0.0 0.1 0.136
H -3.233 2.436 0.439 0.0 0.1 0.0 0.120
H -2.058 2.765 -0.856 0.0 0.0 0.1 0.121
H -2.819 0.827 -2.135 -0.1 0.0 0.0 0.112
H -4.213 1.863 -1.766 0.0 0.0 -0.1 0.117
H -2.718 -1.408 -1.349 0.1 0.0 -0.1 0.107
H -3.739 -3.287 -0.129 0.0 -0.1 0.0 0.101
H -5.736 -2.912 1.271 0.0 -0.1 0.0 0.099
H -6.708 -0.649 1.437 -0.1 0.0 0.0 0.101
H -5.682 1.225 0.220 -0.1 0.1 0.0 0.114
```
Forces are in eV/Å.

Computed properties:
Multiplicity ... 1
Highest occupied orbital energy ... -8.61 eV
SMILES string ... C[C@H](c1cccs1)N(C)Cc1nc(CCc2ccccc2)no1

(2)
Formula: C6H15N
Source: the OMol25 dataset
Level of theory: ωB97M-V with the def2-TZVPD basis set

```
22
Properties=species:S:1:pos:R:3:forces:R:3:lowdin_charge:R:1
C -0.670 -0.692 2.531 -0.2 -0.7 0.0 -0.078
C -0.221 -1.004 1.095 0.0 0.5 0.0 -0.277
N -0.180 0.227 0.311 0.7 -0.4 -0.5 -0.214
C -1.487 0.792 -0.026 0.4 -0.6 -0.6 -0.087
C 0.906 0.210 -0.709 -0.3 0.7 0.4 -0.412
C 0.877 -1.003 -1.642 -0.4 0.3 0.3 -0.062
C 0.913 1.529 -1.510 -0.1 -0.2 -0.1 -0.073
H 0.155 -0.816 3.234 -0.1 0.1 0.0 0.066
H -1.029 0.326 2.611 0.0 0.2 0.0 0.060
H -1.484 -1.353 2.844 0.1 0.1 0.1 0.067
H 0.779 -1.434 1.088 0.2 0.2 0.2 0.104
H -0.823 -1.805 0.636 -0.4 0.2 0.0 0.106
H -2.272 0.026 0.057 0.0 0.3 0.5 0.089
H -1.663 1.696 0.556 -0.5 -0.1 0.2 0.079
H -1.546 1.075 -1.078 0.2 0.1 0.0 0.068
H 1.825 0.207 -0.100 -0.1 -0.3 -0.2 0.133
H 0.659 -1.924 -1.104 0.3 0.0 0.1 0.059
H 0.061 -0.909 -2.363 0.2 0.1 -0.2 0.080
H 1.837 -1.083 -2.136 0.1 -0.2 -0.4 0.076
H 0.128 1.490 -2.268 0.1 0.1 -0.1 0.064
H 0.726 2.394 -0.884 -0.2 0.0 0.4 0.074
H 1.858 1.767 -2.009 0.0 -0.5 0.0 0.077
```
Forces are in eV/Å.

Computed properties:
Multiplicity ... 1
Highest occupied orbital energy ... -7.98 eV
SMILES string ... CCN(C)C(C)C

(3)
Formula: C3H3Br2F
Source: the OMol25 dataset
Level of theory: ωB97M-V with the def2-TZVPD basis set

```
9
Properties=species:S:1:pos:R:3:forces:R:3:lowdin_charge:R:1
C -1.233 0.346 -0.811 3.3 -5.8 3.4 0.048
C -0.360 -0.382 0.031 -2.6 1.7 -3.3 -0.756
Br -0.342 -2.279 -0.149 0.0 0.3 0.2 0.738
C 0.786 0.137 0.770 1.6 0.1 0.4 -0.825
F 0.621 1.397 1.239 -0.8 0.0 0.6 -0.054
Br 2.341 0.343 -0.380 0.5 -0.2 -0.8 0.708
H -1.777 -0.353 -1.397 -1.0 0.4 -0.7 0.037
H -1.271 1.351 -0.793 -0.2 3.2 -0.2 0.030
H 1.235 -0.561 1.489 -0.8 0.5 0.3 0.073
```
Forces are in eV/Å.

Computed properties:
Multiplicity ... 1
Highest occupied orbital energy ... -9.73 eV
SMILES string ... C=C(Br)[C@H](F)Br

Results for largest force on an atom: 1.2, 1.0, 7.5 (in eV/Å, following the order of the records).
Results for LUMO energy: 0.747, 1.115, -0.167 (in eV, following the order of the records).
Results for Kohn-Sham gap: 9.36, 9.10, 9.56 (in eV, following the order of the records).